{
  "formula": "C45H36Cl2N4O2P2Rh",
  "method": "the ωB97M-V functional and the def2-TZVPD basis",
  "elements": ["Rh", "Cl", "C", "C", "C", "N", "C", "O", "C", "C", "C", "C", "C", "N", "C", "C", "C", "Cl", "N", "C", "O", "C", "C", "C", "C", "C", "N", "H", "H", "H", "H", "H", "H", "H", "H", "H", "H", "C", "C", "P", "C", "C", "C", "C", "C", "C", "C", "C", "C", "C", "C", "C", "C", "P", "C", "C", "C", "C", "C", "C", "C", "C", "C", "C", "C", "C", "H", "H", "H", "H", "H", "H", "H", "H", "H", "H", "H", "H", "H", "H", "H", "H", "H", "H", "H", "H", "H", "H", "H", "H", "H", "H"],
  "xyz": [[-0.152, -0.126, -0.006], [5.699, 3.520, -0.445], [4.052, 3.078, -0.157], [3.648, 1.777, -0.413], [2.339, 1.384, -0.169], [1.887, 0.061, -0.300], [2.260, -0.645, -1.438], [3.020, -1.568, -1.507], [1.483, -0.108, -2.605], [1.998, -0.020, -3.878], [1.246, 0.624, -4.851], [0.007, 1.133, -4.505], [-0.458, 0.959, -3.210], [0.265, 0.348, -2.275], [1.406, 2.326, 0.243], [1.821, 3.619, 0.539], [3.141, 3.996, 0.344], [3.610, 5.621, 0.705], [0.066, 1.911, 0.297], [-0.686, 2.268, 1.408], [-1.635, 2.999, 1.444], [-0.173, 1.486, 2.585], [-0.093, 1.991, 3.863], [0.526, 1.221, 4.837], [1.033, -0.017, 4.488], [0.887, -0.465, 3.183], [0.286, 0.270, 2.250], [4.377, 1.047, -0.745], [2.979, -0.433, -4.077], [1.624, 0.731, -5.860], [-0.603, 1.663, -5.224], [-1.429, 1.319, -2.918], [1.095, 4.355, 0.863], [-0.496, 2.975, 4.063], [0.621, 1.587, 5.852], [1.538, -0.642, 5.211], [1.272, -1.423, 2.876], [-2.780, -2.808, -0.758], [-3.456, -1.651, -0.029], [-2.531, -0.065, 0.048], [-3.385, 0.643, 1.488], [-4.492, 1.475, 1.371], [-5.130, 1.944, 2.511], [-4.670, 1.582, 3.769], [-3.588, 0.718, 3.889], [-2.951, 0.247, 2.753], [-3.126, 0.860, -1.389], [-2.974, 2.249, -1.402], [-3.369, 2.979, -2.514], [-3.897, 2.330, -3.626], [-4.024, 0.948, -3.627], [-3.637, 0.213, -2.513], [-1.665, -3.401, 0.097], [-0.074, -2.495, -0.040], [0.906, -3.122, 1.347], [2.296, -2.972, 1.299], [3.076, -3.346, 2.384], [2.481, -3.856, 3.532], [1.101, -3.989, 3.593], [0.315, -3.617, 2.510], [0.559, -3.299, -1.543], [0.117, -2.832, -2.780], [0.506, -3.467, -3.951], [1.345, -4.571, -3.895], [1.772, -5.052, -2.664], [1.380, -4.423, -1.492], [-2.392, -2.494, -1.730], [-3.523, -3.581, -0.954], [-3.638, -1.933, 1.008], [-4.427, -1.412, -0.467], [-4.859, 1.763, 0.394], [-5.987, 2.598, 2.416], [-5.154, 1.967, 4.657], [-3.239, 0.420, 4.870], [-2.114, -0.439, 2.847], [-2.550, 2.758, -0.543], [-3.260, 4.056, -2.515], [-4.212, 2.902, -4.489], [-4.427, 0.438, -4.493], [-3.749, -0.865, -2.530], [-1.445, -4.425, -0.203], [-1.990, -3.418, 1.137], [2.768, -2.557, 0.415], [4.151, -3.231, 2.333], [3.092, -4.150, 4.376], [0.630, -4.379, 4.486], [-0.757, -3.724, 2.591], [-0.531, -1.966, -2.837], [0.158, -3.093, -4.906], [1.660, -5.062, -4.807], [2.413, -5.923, -2.614], [1.718, -4.810, -0.539]],
  "lowdin_charge": [0.831, 0.679, -0.690, -0.036, -0.244, -0.047, -0.486, 0.128, -0.208, 0.026, -0.020, -0.013, -0.074, 0.088, -0.246, -0.036, -0.690, 0.679, -0.045, -0.489, 0.126, -0.209, 0.026, -0.020, -0.014, -0.072, 0.084, 0.119, 0.135, 0.121, 0.117, 0.068, 0.119, 0.135, 0.121, 0.117, 0.071, -0.281, -0.310, 1.008, -0.363, -0.066, -0.053, -0.060, -0.064, -0.117, -0.379, -0.102, -0.054, -0.066, -0.068, -0.092, -0.309, 1.006, -0.375, -0.098, -0.051, -0.064, -0.072, -0.097, -0.354, -0.114, -0.060, -0.059, -0.053, -0.069, 0.078, 0.122, 0.090, 0.097, 0.108, 0.113, 0.111, 0.111, 0.096, 0.092, 0.117, 0.112, 0.112, 0.098, 0.105, 0.070, 0.089, 0.117, 0.113, 0.112, 0.095, 0.085, 0.111, 0.111, 0.113, 0.108],
  "gap_ev": 5.87,
  "total_charge": 1
}



{
  "formula": "C22H21BrN5O6Tc",
  "method": "the ωB97M-V functional and the def2-TZVPD basis",
  "elements": ["Tc", "O", "C", "O", "C", "C", "C", "N", "C", "C", "C", "O", "O", "H", "H", "H", "O", "N", "N", "O", "C", "C", "C", "C", "C", "C", "H", "H", "H", "H", "H", "Br", "C", "C", "C", "C", "C", "N", "H", "H", "H", "H", "C", "C", "C", "C", "N", "H", "H", "H", "H", "H", "H", "H", "H", "H"],
  "xyz": [[-0.023, 0.273, 0.980], [4.735, -4.545, -0.788], [4.676, -3.993, 0.328], [5.436, -4.044, 1.309], [3.430, -3.087, 0.527], [2.441, -3.036, -0.438], [1.313, -2.245, -0.267], [1.190, -1.444, 0.799], [2.140, -1.505, 1.762], [3.246, -2.317, 1.675], [1.922, -0.571, 2.927], [2.596, -0.621, 3.930], [0.919, 0.264, 2.745], [2.569, -3.643, -1.326], [0.617, -2.259, -2.131], [3.971, -2.334, 2.476], [-2.009, 0.020, 0.112], [-2.151, 0.071, -1.177], [-1.085, 0.533, -1.759], [-0.044, 0.925, -1.051], [-0.965, 0.458, -3.160], [0.254, 0.780, -3.754], [0.380, 0.697, -5.131], [-0.693, 0.308, -5.922], [-1.904, -0.004, -5.317], [-2.052, 0.067, -3.943], [1.080, 1.071, -3.124], [1.330, 0.936, -5.592], [-0.586, 0.246, -6.997], [-2.745, -0.313, -5.926], [-2.988, -0.181, -3.466], [-2.240, 0.936, 3.418], [-1.638, 2.454, 2.481], [-2.090, 3.707, 2.862], [-1.668, 4.800, 2.130], [-0.822, 4.604, 1.051], [-0.415, 3.318, 0.753], [-0.808, 2.253, 1.463], [-2.758, 3.803, 3.705], [-2.002, 5.794, 2.398], [-0.476, 5.431, 0.447], [0.235, 3.096, -0.081], [-1.856, -3.027, -2.082], [-0.757, -3.330, -1.068], [-1.334, -3.347, 0.343], [-0.141, -4.696, -1.386], [0.234, -2.221, -1.192], [-2.572, -3.850, -2.113], [-1.433, -2.910, -3.085], [-2.376, -2.106, -1.821], [-2.125, -4.098, 0.400], [-1.750, -2.373, 0.601], [-0.570, -3.607, 1.079], [-0.911, -5.468, -1.319], [0.658, -4.957, -0.691], [0.270, -4.714, -2.399]],
  "lowdin_spin": [2.571, 0.000, 0.000, 0.000, 0.002, -0.001, 0.008, 0.016, 0.011, -0.002, 0.022, 0.027, 0.086, 0.000, 0.000, 0.000, 0.086, -0.002, 0.013, 0.098, 0.002, 0.001, 0.000, 0.000, 0.000, 0.001, 0.000, 0.000, 0.000, 0.000, 0.000, 0.027, 0.009, -0.001, 0.007, -0.001, 0.009, -0.001, 0.000, 0.000, 0.000, 0.002, 0.000, 0.000, 0.000, 0.000, 0.008, 0.000, 0.000, 0.000, 0.000, 0.001, 0.000, 0.000, 0.000, 0.000],
  "gap_ev": [6.32, 6.01],
  "spin_multiplicity": 4,
  "total_charge": -1
}



{
  "formula": "H37O18",
  "method": "the ωB97M-V functional and the def2-TZVPD basis",
  "elements": ["O", "H", "H", "O", "H", "O", "H", "H", "O", "H", "H", "O", "H", "H", "O", "H", "H", "O", "H", "H", "O", "H", "H", "O", "H", "H", "O", "H", "H", "O", "H", "H", "O", "H", "H", "O", "H", "H", "O", "H", "H", "O", "H", "H", "O", "H", "H", "O", "H", "H", "O", "H", "H", "H", "H"],
  "xyz": [[-1.091, 1.106, 0.210], [-1.038, 3.343, 4.716], [0.097, -2.010, -0.973], [-0.467, -1.714, -0.202], [-1.268, 1.554, -0.620], [-2.555, -5.061, 1.385], [-3.455, -4.905, 1.686], [4.695, 1.309, 1.717], [3.793, -3.287, 2.999], [2.336, -0.784, 0.909], [4.127, -4.164, 2.839], [1.419, 2.167, 1.334], [1.240, 3.086, 1.536], [1.284, 1.818, 2.231], [-1.735, 1.656, -5.332], [-0.806, 1.394, -5.428], [-1.602, 2.595, -5.522], [1.788, -2.585, 1.724], [-2.914, 3.615, -2.456], [-0.182, -2.342, 0.567], [-0.247, -1.623, -2.828], [-1.123, -1.988, -2.630], [-0.411, -1.325, -3.735], [1.138, 4.552, 2.911], [0.882, 5.323, 2.394], [3.121, 1.431, 1.636], [3.864, 0.942, 2.023], [0.874, -2.864, 1.976], [4.372, -2.550, 3.155], [1.029, 3.408, -1.983], [0.328, 2.765, -2.154], [0.511, 4.158, -2.311], [1.543, -0.680, -5.195], [2.126, -1.013, -5.884], [1.967, -0.988, -4.382], [-1.932, 3.323, 5.060], [2.009, 4.726, 3.277], [-2.474, 2.631, 4.677], [-4.304, -1.554, 2.655], [-3.668, -2.203, 2.302], [-4.788, -2.131, 3.250], [1.934, -3.306, -3.436], [2.601, -3.962, -3.692], [1.444, -3.966, -2.922], [1.738, -0.352, 0.288], [-0.723, 1.719, 0.847], [1.705, 0.587, 0.476], [-2.106, 3.115, -2.288], [-2.336, -5.903, 1.792], [-2.204, 2.416, -2.947], [-3.864, 0.105, 0.577], [-4.315, -0.643, 1.009], [-3.977, 0.647, 1.373], [2.036, -2.495, 2.656], [0.084, -0.854, -0.177]],
  "lowdin_spin": [0.026, 0.001, 0.031, 0.146, 0.003, 0.071, 0.012, 0.001, 0.023, 0.008, 0.004, 0.012, 0.001, 0.008, 0.003, 0.001, 0.000, 0.130, 0.000, 0.107, 0.038, 0.013, 0.006, 0.003, 0.001, 0.001, 0.010, 0.087, 0.004, 0.005, 0.003, 0.001, 0.008, 0.001, 0.003, 0.006, 0.001, 0.001, 0.038, 0.020, 0.005, 0.026, 0.003, 0.015, 0.033, 0.003, 0.004, 0.004, 0.011, 0.001, 0.017, 0.003, 0.003, 0.020, 0.014],
  "gap_ev": [2.78, 9.98],
  "spin_multiplicity": 2
}



{
  "formula": "C5H12O",
  "method": "the ωB97M-V functional and the def2-TZVPD basis",
  "elements": ["C", "C", "C", "C", "C", "O", "H", "H", "H", "H", "H", "H", "H", "H", "H", "H", "H", "H"],
  "xyz": [[-1.236, 0.780, -1.312], [-0.567, -0.030, -0.229], [-1.360, -1.205, 0.295], [0.420, 0.586, 0.543], [2.133, 0.492, -0.388], [2.458, -0.688, -0.708], [-0.591, 1.591, -1.665], [-2.147, 1.229, -0.895], [-1.531, 0.167, -2.168], [0.324, -1.144, -1.194], [-2.257, -0.815, 0.795], [-0.787, -1.783, 1.024], [-1.690, -1.873, -0.506], [0.423, 1.674, 0.549], [0.667, 0.121, 1.496], [2.643, 0.958, 0.466], [1.882, 1.209, -1.197], [1.148, -1.223, -1.170]],
  "lowdin_charge": [-0.064, -0.440, -0.083, -0.100, -0.308, -0.163, 0.081, 0.093, 0.085, 0.105, 0.090, 0.087, 0.081, 0.104, 0.102, 0.101, 0.098, 0.130],
  "gap_ev": 9.25
}



{
  "formula": "C6H4GdN2O5S",
  "method": "the ωB97M-V functional and the def2-TZVPD basis",
  "elements": ["O", "C", "Gd", "O", "C", "C", "O", "C", "O", "C", "O", "N", "C", "N", "S", "H", "H", "H", "H"],
  "xyz": [[0.000, -0.001, -5.392], [0.000, -0.001, -4.264], [0.000, 0.000, -2.025], [-1.685, -2.841, -1.249], [-1.103, -1.859, -1.381], [1.103, 1.860, -1.382], [1.684, 2.841, -1.250], [-1.860, 1.103, -1.383], [-2.841, 1.686, -1.250], [1.861, -1.103, -1.382], [2.841, -1.685, -1.249], [0.000, 1.203, 3.036], [0.000, 0.000, 2.411], [0.000, -1.203, 3.036], [0.000, 0.000, 0.721], [0.000, 1.255, 4.035], [0.000, 2.001, 2.467], [0.000, -2.001, 2.466], [0.000, -1.255, 4.035]],
  "lowdin_spin": [0.004, 0.003, 6.780, 0.002, 0.006, -0.006, 0.006, 0.016, -0.001, -0.011, 0.007, 0.017, 0.018, 0.017, 0.142, 0.000, 0.000, 0.000, 0.000],
  "gap_ev": [6.72, 4.73],
  "spin_multiplicity": 8,
  "total_charge": 3
}